# 1
The following is a quantum chemistry calculation of a gas-phase ion, C4H8NO (charge +1) in a non-equilibrium geometry, from OMol25.

```
! RIJCOSX wB97M-V def2-TZVPD def2/J DEFGRID3
* xyz 1 1
C -0.63789 0.68862 0.19171
C -0.17882 0.33505 1.53510
C 0.79884 -0.72282 1.19152
C -0.21615 0.02852 -2.15183
N -0.01036 0.07131 -0.70776
O 0.99330 -0.77276 -0.21281
H -1.25809 1.37933 -0.23344
H 0.27191 1.19780 2.13632
H -1.05217 0.08086 2.23191
H 1.71877 -0.56063 1.70065
H 0.42746 -1.68746 1.56511
H -0.15148 -1.03469 -2.33893
H 0.54647 0.61581 -2.60667
H -1.25179 0.38107 -2.30088
*
```

E_tot: -286.8642 hartree
Strongest force on any atom: 3.50 eV/Å

Atomic partial charges in e from the Mulliken method, atoms 1 to 6: number 1, C, carries -0.20; number 2, C, carries -0.41; number 3, C, carries -0.36; number 4, C, carries -0.73; number 5, N, carries 0.38; number 6, O, carries -0.30

=====

# 2
The following is a quantum chemistry calculation of 6 unconnected molecules or ions with the total composition CH14O5S in a non-equilibrium geometry, from OMol25.

```
! RIJCOSX wB97M-V def2-TZVPD def2/J DEFGRID3
* xyz 0 1
C -1.94320 2.34779 1.76804
S -2.74281 0.74273 1.13030
H -2.73155 3.07242 1.41955
H -1.08455 2.62292 1.10284
H -1.88073 2.25443 2.86833
H -4.08062 1.18888 0.75345
H 2.47298 -0.13344 1.35029
H 3.23140 0.56745 0.13174
O 2.43348 -0.00274 0.41763
H -0.65303 -2.82297 2.47275
H -1.17868 -1.83295 1.42960
O -0.44298 -2.43781 1.64546
H 1.02357 0.85188 -0.45138
H 0.71770 1.67328 -1.70064
O 0.32795 1.31675 -0.87020
H 2.82536 -0.48593 -2.89992
H 1.23421 -1.01711 -3.06614
O 1.95860 -0.29872 -3.27283
H -0.12481 -3.30152 -1.60158
H 0.43962 -1.97880 -0.82562
O 0.19809 -2.32654 -1.80168
*
```

E_tot: -820.8221 hartree
Strongest force on any atom: 4.29 eV/Å

Atomic partial charges in e from the Mulliken method, atoms 1 to 6: number 1, C, carries -0.68; number 2, S, carries -0.19; number 3, H, carries 0.26; number 4, H, carries 0.23; number 5, H, carries 0.27; number 6, H, carries 0.10

=====

# 3
The following is a quantum chemistry calculation of a molecular structure, C3H19O6 in a non-equilibrium geometry, from OMol25.

```
! RIJCOSX wB97M-V def2-TZVPD def2/J DEFGRID3
* xyz 1 1
O -0.84658 1.03221 0.51116
H -1.44537 1.60874 0.99143
H -1.35828 0.23074 0.37926
H -0.63556 1.57747 -0.25027
O -1.98276 -0.56157 1.36799
H -2.27089 -1.45076 1.16169
H -1.49635 -0.65099 2.18753
O -2.08818 2.33909 1.36675
H -2.89304 2.39506 0.85168
H -2.18954 3.00810 2.04380
O -1.34226 -0.47788 -1.09718
H -0.89616 -1.30512 -0.91583
H -2.26784 -0.71333 -1.16106
O -0.74756 1.99493 -1.33355
H -1.13555 1.61873 -2.12360
H -1.00016 2.91787 -1.35822
C 1.80418 0.24991 -0.59908
C 1.69964 -1.27263 -0.50421
C 2.91891 -1.94386 0.18091
O 0.70457 -1.58677 0.46988
H 2.57731 0.74065 -0.00787
H 0.84490 0.71323 -0.36839
H 2.04492 0.33568 -1.65870
H 1.54611 -1.79674 -1.44753
H 3.17111 -1.67329 1.20623
H 3.79260 -1.75799 -0.44376
H 2.89041 -3.03319 0.15540
H 0.60137 -2.53830 0.39553
*
```

E_tot: -576.7030 hartree
Strongest force on any atom: 10.59 eV/Å

Atomic partial charges in e from the Mulliken method, atoms 1 to 6: number 1, O, carries -1.01; number 2, H, carries 0.73; number 3, H, carries 0.45; number 4, H, carries 0.12; number 5, O, carries -0.59; number 6, H, carries 0.29

=====

Computed values of HOMO energy (unit: eV) for the preceding records, in sequence: -15.224, -8.917, -12.891.
Computed values of ΔE to the lowest compared entry with this formula, charge and spin (unit: kJ/mol) for the preceding records, in sequence: 205.4, 160.5, 507.1.